(1)
{
  "formula": "C4H9NS",
  "method": "ωB97M-V/def2-TZVPD",
  "max_force_ev_per_a": 5.3,
  "orbital_gap_ha": 0.292,
  "total_energy_ha": -610.465392,
  "e_homo_ev": -7.22,
  "de_lowest_kj_mol": 756.9,
  "elements": ["C", "C", "C", "C", "N", "S", "H", "H", "H", "H", "H", "H", "H", "H", "H"],
  "positions_angstrom": [[-0.19310, 0.53681, -1.14627], [1.99194, 0.96621, -0.44352], [0.53000, -1.44036, 0.73401], [-1.93323, -0.12693, 1.00683], [1.12299, 1.03305, -1.40072], [-0.17574, 0.25117, 0.66523], [-1.22518, 1.77396, -1.48999], [3.09276, 1.24269, -0.84590], [1.19553, -1.49646, -0.05348], [1.08287, -1.57699, 1.69514], [-0.28413, -2.05120, 0.58471], [-2.29233, 0.90070, 1.23832], [-2.35622, -0.29516, -0.02333], [-1.83675, -0.91210, 1.77932], [1.28059, 1.19460, -2.30035]],
  "lowdin_charge": [-0.424, -0.104, -0.251, -0.299, -0.270, 0.851, 0.142, 0.053, 0.006, 0.081, 0.014, 0.045, 0.053, 0.053, 0.052]
}

(2)
{
  "formula": "C43H34CrN5O7P2S4",
  "method": "ωB97M-V/def2-TZVPD",
  "max_force_ev_per_a": 1.4,
  "orbital_gap_ha": [0.236, 0.236],
  "total_energy_ha": -5779.671850,
  "e_homo_ev": [-2.58, -2.58],
  "s2": 3.795,
  "de_lowest_kj_mol": 91.8,
  "charge": -2,
  "multiplicity": 4,
  "elements": ["Cr", "S", "C", "S", "C", "C", "N", "C", "N", "C", "C", "N", "C", "C", "N", "C", "O", "O", "C", "O", "O", "H", "H", "H", "H", "H", "C", "P", "C", "C", "C", "C", "C", "C", "C", "C", "C", "C", "C", "C", "P", "C", "C", "C", "C", "C", "C", "C", "C", "C", "C", "C", "C", "H", "H", "H", "H", "H", "H", "H", "H", "H", "H", "H", "H", "H", "H", "H", "H", "H", "H", "H", "H", "H", "H", "C", "O", "H", "H", "H", "O", "S", "O", "N", "C", "S", "C", "C", "C", "C", "C", "C", "H", "H", "H", "H"],
  "positions_angstrom": [[0.37077, -1.62619, -0.20487], [3.99119, -0.33892, -0.27361], [3.65084, -1.92967, 0.21658], [2.37270, -2.83140, -0.56797], [4.46061, -2.58616, 1.13324], [4.22320, -3.92195, 1.53904], [4.08301, -5.00270, 1.92012], [5.55709, -1.96923, 1.77842], [6.46169, -1.53790, 2.35182], [-2.03866, -0.21395, 2.31511], [-2.39273, -0.54359, 0.91478], [-1.53802, -0.90173, -0.02459], [-2.24475, -1.02679, -1.18699], [-3.55810, -0.71338, -0.95249], [-3.61838, -0.39343, 0.38267], [-4.69947, -0.54870, -1.86490], [-4.46905, -0.81052, -3.13729], [-5.77920, -0.15700, -1.47019], [-1.47594, -1.41544, -2.39328], [-2.04421, -1.47851, -3.50068], [-0.24984, -1.63460, -2.17113], [-0.98173, -0.44727, 2.44631], [-2.63591, -0.81515, 2.99887], [-2.22030, 0.84462, 2.51324], [-4.47742, -0.36767, 0.91110], [-3.50109, -1.09416, -3.32612], [2.04568, 2.13654, -0.39567], [1.31966, 0.52763, -1.04308], [-0.31874, 1.37354, -1.42204], [-0.95078, 1.46566, -2.65779], [-2.21317, 2.03783, -2.76554], [-2.85429, 2.54590, -1.64936], [-2.22811, 2.47568, -0.41023], [-0.98742, 1.87635, -0.30539], [2.00723, 0.50278, -2.74338], [2.13615, 1.69242, -3.45725], [2.71982, 1.69906, -4.71525], [3.17762, 0.51802, -5.27770], [3.04183, -0.67135, -4.57733], [2.45596, -0.67866, -3.32203], [2.40992, 2.11504, 1.43790], [3.62539, 3.50908, 1.47300], [3.52205, 4.55442, 2.39239], [4.44113, 5.59191, 2.39720], [5.49895, 5.59237, 1.50041], [5.65773, 4.51801, 0.63824], [4.73819, 3.48100, 0.63099], [0.95675, 3.10602, 2.03233], [0.20574, 2.59256, 3.08384], [-0.92003, 3.26294, 3.54556], [-1.30273, 4.45767, 2.95885], [-0.54804, 4.98910, 1.92049], [0.57659, 4.32336, 1.46686], [1.39590, 2.97058, -0.65900], [3.00625, 2.23352, -0.90002], [-0.47105, 1.06907, -3.54296], [-2.70624, 2.07096, -3.72939], [-3.84147, 2.98224, -1.73453], [-2.70957, 2.88192, 0.47145], [-0.51746, 1.76428, 0.66251], [1.78181, 2.62310, -3.03146], [2.82606, 2.63447, -5.25297], [3.64420, 0.52556, -6.25588], [3.41467, -1.59751, -4.99565], [2.36395, -1.60765, -2.77991], [2.70742, 4.56854, 3.10384], [4.32495, 6.40555, 3.10330], [6.20576, 6.41303, 1.48978], [6.50618, 4.48593, -0.03415], [4.88826, 2.63252, -0.02529], [0.50552, 1.65043, 3.52649], [-1.50210, 2.84652, 4.35807], [-2.18696, 4.97757, 3.30582], [-0.84201, 5.92478, 1.46068], [1.17259, 4.75767, 0.67356], [1.00967, -2.53491, 2.53163], [0.74652, -1.53257, 1.61065], [0.06525, -2.91612, 2.95477], [1.63127, -2.15005, 3.35334], [1.53625, -3.38452, 2.07481], [-5.03556, -2.87922, 2.03429], [-4.00505, -3.88733, 2.17048], [-3.89289, -4.42962, 3.50219], [-2.55669, -3.35697, 1.62186], [-2.14839, -4.08513, 0.60594], [-0.65774, -3.91357, -0.18765], [-3.06696, -5.16054, 0.19089], [-2.90446, -6.08623, -0.83304], [-3.91043, -7.01167, -1.05219], [-5.05868, -7.03129, -0.26453], [-5.21992, -6.10962, 0.76307], [-4.21847, -5.19012, 0.96790], [-2.00204, -6.06484, -1.42799], [-3.80551, -7.74081, -1.84565], [-5.82605, -7.77013, -0.45231], [-6.10615, -6.11132, 1.38403]],
  "lowdin_charge": [0.300, 0.580, -1.068, 0.604, -0.410, -0.299, 0.124, -0.288, 0.113, 0.023, -0.346, 0.051, -0.129, -0.070, 0.212, -0.502, 0.106, 0.074, -0.567, 0.049, -0.143, 0.070, 0.086, 0.071, 0.170, 0.057, -0.517, 0.961, -0.338, -0.086, -0.080, -0.091, -0.077, -0.123, -0.375, -0.110, -0.101, -0.107, -0.073, -0.106, 1.047, -0.365, -0.108, -0.102, -0.115, -0.094, -0.096, -0.425, -0.116, -0.100, -0.104, -0.090, -0.117, 0.044, 0.013, 0.113, 0.106, 0.101, 0.102, 0.085, 0.103, 0.092, 0.090, 0.101, 0.033, 0.098, 0.094, 0.090, 0.098, 0.082, 0.103, 0.100, 0.095, 0.099, 0.112, -0.251, -0.489, 0.068, 0.078, 0.039, -0.330, 0.633, -0.314, -0.069, -0.720, 0.807, -0.228, -0.025, -0.077, -0.084, -0.048, -0.207, 0.097, 0.099, 0.096, 0.115]
}

(3)
{
  "formula": "C2H10N5",
  "method": "ωB97M-V/def2-TZVPD",
  "max_force_ev_per_a": 6.3,
  "orbital_gap_ha": 0.182,
  "total_energy_ha": -355.516538,
  "e_homo_ev": -10.49,
  "de_lowest_kj_mol": 763.7,
  "charge": 1,
  "elements": ["C", "C", "N", "N", "N", "N", "N", "H", "H", "H", "H", "H", "H", "H", "H", "H", "H"],
  "positions_angstrom": [[3.19413, 0.44545, 2.39089], [1.20421, -0.36466, 0.33959], [-2.76822, 0.67982, -1.96412], [0.07786, -0.02381, 0.54263], [-4.24096, -0.65597, -2.96284], [2.32988, -0.65242, 2.13912], [-3.55068, -0.36707, -1.92643], [3.96601, 0.52444, 1.58404], [2.67327, 1.44658, 2.38077], [3.66621, 0.13023, 3.43909], [1.80685, -0.59727, -0.55899], [-2.63896, 1.31283, -2.70448], [-2.35447, 0.81229, -1.07468], [-0.23114, -0.00788, 1.50167], [-4.61581, -1.65747, -2.92090], [-4.33537, -0.04117, -3.74524], [1.61037, -0.69031, 2.77011]],
  "lowdin_charge": [-0.261, -0.053, 0.192, 0.042, 0.155, -0.084, 0.030, 0.069, 0.065, 0.122, 0.090, 0.135, 0.114, 0.058, 0.201, 0.142, -0.018]
}

(4)
{
  "formula": "C3H6O3S",
  "method": "ωB97M-V/def2-TZVPD",
  "smiles": "C=[S@](C)(=O)OC=O",
  "max_force_ev_per_a": 2.8,
  "orbital_gap_ha": 0.362,
  "total_energy_ha": -741.693533,
  "e_homo_ev": -9.41,
  "de_lowest_kj_mol": 233.2,
  "elements": ["C", "C", "C", "O", "O", "O", "S", "H", "H", "H", "H", "H", "H"],
  "positions_angstrom": [[-2.42293, -0.12850, 0.04544], [1.42492, -0.45706, -1.13405], [0.99115, 0.38213, 1.47823], [-3.07993, -0.49376, 0.97882], [-1.11598, -0.46299, -0.16737], [-0.00445, 1.75444, -0.42787], [0.40624, 0.44406, 0.02427], [-2.84762, 0.59574, -0.67831], [2.21070, 0.18503, -1.39826], [1.66337, -1.43706, -0.75075], [0.77675, -0.58012, -2.03696], [1.43278, -0.56303, 1.66339], [0.56500, 0.76112, 2.40342]],
  "lowdin_charge": [-0.378, -0.119, -0.222, 0.085, -0.238, -0.336, 0.766, 0.142, 0.055, 0.076, 0.094, 0.019, 0.057]
}